Entry 1:
C7H14N | ωB97M-V/def2-TZVPD

Last column: natural (NBO) charge in e.
Cartesian coordinates (Å):
C: -2.79669 0.66367 -0.35076  -0.2692
C: -1.63136 0.46392 0.23376  -0.3072
C: -0.40808 -0.17924 -0.46276  0.0491
N: -0.65077 -1.91381 -0.13724  -0.7857
C: 0.90396 0.18242 0.08443  -0.1344
C: 1.04650 0.01380 1.63809  -0.5964
C: 1.44206 1.46220 -0.63698  -0.3693
C: 2.06023 0.13273 -0.85246  -0.4066
H: -3.43598 1.47567 -0.08498  0.2311
H: -3.21915 -0.02769 -1.07854  0.1948
H: -1.32517 1.22404 0.99106  0.2308
H: -0.45110 -0.12474 -1.61645  0.2464
H: -1.62165 -1.97564 -0.43450  0.4299
H: -0.64542 -2.04591 0.89541  0.4330
H: 0.02456 -2.56668 -0.60728  0.4425
H: 0.35944 0.63757 2.21065  0.2369
H: 2.11161 0.10524 1.84801  0.2443
H: 0.84655 -1.11266 1.81539  0.1839
H: 1.81784 2.10045 0.07903  0.2349
H: 0.79731 1.91859 -1.49156  0.2369
H: 1.81995 -0.33277 -1.79701  0.2280
H: 2.95539 -0.10116 -0.24531  0.2463

structure (SMILES): C=C[C@H]([NH3+])C1(C)CC1
net charge: +1

=====

Entry 2:
C7H14N | ωB97M-V/def2-TZVPD

Last column: natural (NBO) charge in e.
Cartesian coordinates (Å):
C: -2.30007 0.94188 1.43567  -0.6030
C: -0.89326 0.84754 0.81882  -0.0295
C: -0.47484 -0.60589 0.53757  -0.4641
C: 0.98948 -0.71836 0.18813  -0.1435
C: 1.88667 -1.19777 1.09479  -0.0541
C: 0.88417 -0.74896 -2.35419  -0.7108
C: 1.51004 -0.32491 -1.06253  0.2728
N: -0.97465 1.46877 -0.50955  -0.8398
H: -2.99937 0.37104 0.83002  0.2248
H: -2.50172 2.00753 1.34843  0.2193
H: -2.27604 0.66597 2.48595  0.2246
H: -0.15538 1.34421 1.45945  0.1777
H: -1.18567 -1.02112 -0.17975  0.2516
H: -0.64729 -1.22254 1.41808  0.2354
H: 2.93709 -1.00737 0.92116  0.2191
H: 1.54747 -1.41750 2.10264  0.2400
H: 1.65750 -1.20491 -2.96996  0.2760
H: 0.17369 -1.52994 -2.08742  0.2609
H: 2.59011 -0.22720 -1.07375  0.2188
H: -1.38553 2.38714 -0.55944  0.3946
H: -0.10156 1.36206 -1.00336  0.3330
H: 0.45851 0.13025 -2.84697  0.2960

net charge: +1

=====

Entry 3:
C7H14N | ωB97M-V/def2-TZVPD

Last column: natural (NBO) charge in e.
Cartesian coordinates (Å):
C: 1.59905 -0.87066 -0.20360  0.0297
C: 1.20521 -0.94525 1.14629  -0.4678
C: 0.04680 -0.09386 0.49602  -0.0529
C: 0.16596 1.25814 0.48695  -0.1770
C: -2.12504 -2.64349 -1.43336  -0.6589
C: -1.06211 -2.11471 -0.51505  -0.0721
C: -1.02021 -0.80994 -0.20414  -0.2650
N: 1.07514 4.55558 0.68358  -1.0418
H: 2.17629 -0.04865 -0.61372  0.2431
H: 1.61214 -1.65341 -0.95081  0.2535
H: 1.80849 -0.21341 1.68585  0.2648
H: 0.85585 -1.76787 1.75185  0.2857
H: -0.10948 1.78748 -0.41641  0.2387
H: 0.90206 1.65367 1.16906  0.2133
H: -3.02527 -2.85087 -0.85315  0.2533
H: -2.35738 -1.87570 -2.16261  0.2288
H: -1.77529 -3.50748 -1.99002  0.2426
H: -0.42509 -2.79569 0.04596  0.1997
H: -1.81345 -0.18959 -0.61287  0.2347
H: 1.13013 4.40990 1.68797  0.3572
H: 0.90782 3.63167 0.30511  0.3219
H: 0.22838 5.08416 0.49711  0.3685

net charge: +1

=====

Quick rundown of HOMO energy, same order as above: -13.968; -13.043; -13.104 eV
Quick rundown of Kohn-Sham gap, same order as above: 10.395; 5.933; 6.558 eV